Entry 1:
A cluster of 2 separate species, C15H18O in total in a non-equilibrium geometry. Source: the OMol25 dataset; level of theory: ωB97M-V with the def2-TZVPD basis set.

Atoms and positions in Å:
C1 1.08604 -4.17827 -2.32485
C2 1.26077 -2.60436 -2.27852
C3 0.34586 -2.24791 -1.25548
C4 -1.00016 -2.33023 -1.46574
C5 -1.85868 -1.90178 -0.38264
C6 -1.35356 -1.30638 0.69268
O1 -2.25279 -0.87009 1.81989
C7 -0.04317 -0.90806 0.82335
C8 0.80587 -1.52882 -0.06535
H1 0.31212 -4.38890 -3.19309
H2 0.65033 -4.55403 -1.33082
H3 1.89595 -4.85267 -2.28583
H4 2.33386 -2.40475 -1.95736
H5 1.05293 -2.32625 -3.40104
H6 -1.46103 -2.81626 -2.33353
H7 -2.78174 -2.36074 -0.24896
H8 -2.98514 -0.41423 1.44624
H9 0.45120 -0.25010 1.57274
H10 1.89094 -1.41541 -0.04649
C9 2.00363 1.62799 -0.73307
C10 1.02105 2.36061 0.01759
C11 -0.41518 2.22107 -0.01600
C12 -1.33908 2.78542 0.78332
C13 -0.76470 3.41442 1.93826
C14 0.60223 3.68227 2.09758
C15 1.49343 3.14170 1.11450
H11 1.44204 0.76852 -1.32188
H12 2.71661 1.09773 -0.09836
H13 2.61229 2.21917 -1.50291
H14 -0.74908 1.57721 -0.89114
H15 -2.44384 2.67894 0.65347
H16 -1.51131 3.60370 2.70590
H17 1.03140 4.01741 2.99014
H18 2.49886 3.41526 1.00996

Results
Molar mass, g/mol: 214.3
2S+1: 1
SMILES: CCc1ccc(O)cc1.Cc1ccccc1

=====

Entry 2:
A cluster of 2 separate species, C15H18O in total in a non-equilibrium geometry. Source: the OMol25 dataset; level of theory: ωB97M-V with the def2-TZVPD basis set.

Atoms and positions in Å:
C1 3.22581 -1.97703 -2.48314
C2 2.27709 -0.77368 -2.23311
C3 0.97333 -1.32141 -1.55977
C4 -0.08272 -1.81139 -2.39956
C5 -1.36032 -2.27576 -1.94687
C6 -1.58460 -2.28561 -0.50647
O1 -2.86955 -2.47657 -0.21126
C7 -0.56392 -1.80896 0.26410
C8 0.70381 -1.37153 -0.23529
H1 2.89728 -2.72492 -3.17689
H2 3.17427 -2.55328 -1.58625
H3 4.23801 -1.65073 -2.50841
H4 2.66833 -0.07983 -1.49731
H5 2.13774 -0.24379 -3.17852
H6 0.05673 -1.86429 -3.51653
H7 -2.17528 -2.69109 -2.61938
H8 -3.06026 -2.72029 0.67693
H9 -0.80230 -1.74392 1.42860
H10 1.40904 -1.12023 0.49803
C9 1.36207 1.80499 1.39464
C10 -0.04056 2.25974 1.68266
C11 -0.77876 2.59027 0.58942
C12 -2.20532 2.77600 0.80357
C13 -2.72690 2.78050 2.15656
C14 -1.98473 2.02873 3.16372
C15 -0.61244 1.86097 2.90057
H11 1.64223 0.83699 1.83231
H12 1.97668 2.32753 2.16650
H13 1.66269 1.93926 0.47420
H14 -0.42607 2.70224 -0.41233
H15 -2.86951 2.98911 -0.09053
H16 -3.74539 3.26792 2.26757
H17 -2.49999 1.92069 4.10361
H18 -0.01648 1.40939 3.75862

Results
Molar mass, g/mol: 214.3
2S+1: 1
SMILES: CCc1ccc(O)cc1.Cc1ccccc1

=====

HOMO-LUMO gap
In order: 9.5 9.2
Unit: eV
Relative energy (zero: lowest compared OMol25 entry of this formula, charge and spin)
In order: 77.0 66.8
Unit: kcal/mol
LUMO
In order: 0.0300 0.0285
Unit: Eh